*one*
Molecular formula: C4H11NO3
Method: DFT, ωB97M-V with the def2-TZVPD basis set

Properties
**HOMO**: -9.50 eV
**SMILES**: NC(=O)O.CCOC
**Lowest unoccupied orbital energy**: 0.681 eV

ORCA input file:
```
! RIJCOSX wB97M-V def2-TZVPD def2/J DEFGRID3
* xyz 0 1
C -0.904 0.340 -0.760
C -1.728 1.260 -1.628
O -0.464 -0.471 2.366
H -0.716 -1.414 2.430
H -1.457 -0.574 -0.529
H -0.623 0.869 0.153
H -2.051 0.742 -2.537
H -1.146 2.131 -1.942
H -2.613 1.603 -1.082
C 0.985 -1.159 -1.288
C 0.851 -0.521 2.051
N 1.370 0.727 2.010
O 0.383 0.112 -1.457
O 1.468 -1.570 2.085
H 2.332 0.828 1.720
H 0.760 1.513 2.178
H 0.258 -1.974 -1.222
H 1.640 -1.110 -0.415
H 1.658 -1.333 -2.132
*
```


*two*
Molecular formula: C4H11NO3
Method: DFT, ωB97M-V with the def2-TZVPD basis set

Properties
**HOMO (spin up / spin down)**: -8.31 / -8.32 eV
**Lowest unoccupied orbital energy (spin up / spin down)**: 0.016 / 0.013 eV

ORCA input file:
```
! RIJCOSX wB97M-V def2-TZVPD def2/J DEFGRID3
* xyz 0 1
C -1.236 0.450 -0.301
C 0.646 0.297 -0.845
C 1.456 -0.183 1.346
C -1.834 -0.899 -0.005
N 1.100 -0.647 0.016
O 2.769 -0.359 -0.874
O -1.814 0.993 -1.421
O -1.278 1.390 0.707
H 2.857 -1.179 -1.385
H -1.465 1.889 -1.546
H -1.392 0.954 1.564
H 0.993 1.328 -0.733
H 0.491 -0.040 -1.867
H 0.667 -0.454 2.059
H 2.348 -0.726 1.661
H 1.685 0.886 1.399
H -1.598 -1.606 -0.801
H -1.473 -1.289 0.946
H -2.923 -0.805 0.080
*
```


The structure with the most favorable energy is *one*; the runner-up is 423.7 kJ/mol above it.